# 1
The following is a DFT calculation (ωB97M-V/def2-TZVPD) of a 4-piece molecular cluster, C6H17NO3 overall in a non-equilibrium geometry.

Each line ends with the Löwdin charge.
Cartesian coordinates (Å):
C -0.50321 -1.48805 -1.24871  -0.3336
C 0.31006 -0.32017 -1.76928  -0.2461
C 0.82800 0.24826 -0.49065  -0.1327
C 2.09529 0.20651 -0.00932  -0.1461
C 2.59295 0.60710 1.26938  -0.2662
C 2.23808 0.06326 2.42352  -0.0226
N -1.25806 -2.10296 -2.38225  -0.0186
H -1.14500 -1.22663 -0.33329  0.0731
H 0.31164 -2.17419 -0.78692  0.1215
H -0.24043 0.22978 -2.50917  0.0834
H 1.06189 -0.71869 -2.60287  0.1373
H 0.11234 0.94101 -0.04970  0.0860
H 2.90705 -0.18701 -0.58854  0.0954
H 3.38062 1.43889 1.27187  0.1212
H 1.69147 -0.87021 2.36321  0.0525
H 2.54395 0.39396 3.39023  0.0419
H -2.12728 -1.67980 -2.48613  0.0102
H -0.71496 -2.23203 -3.26004  0.0685
H 0.82491 3.68490 1.76159  0.0099
H 0.87378 2.22391 1.04856  -0.0172
O 0.59295 2.77157 1.79207  -0.1091
H -2.38009 -1.56275 1.53098  -0.0169
H -2.08112 -0.25558 2.08558  -0.1068
O -2.03875 -0.68793 1.31415  -0.2892
H -3.40107 1.57980 -0.15856  0.0557
H -2.95206 0.24608 -0.69077  -0.1369
O -3.52296 0.87100 -0.88495  -0.1146

Atomic forces in eV per Å
0.390 -1.523 -0.132
1.859 -1.545 -1.353
1.895 2.233 -0.683
-1.219 -0.691 -1.393
1.348 2.076 1.471
-0.093 -0.927 -0.607
2.308 -1.456 1.050
0.667 -0.277 -1.820
-1.568 0.456 -0.864
-0.965 1.338 0.702
-0.491 0.338 2.273
-0.256 -0.768 0.626
0.072 -0.567 -0.907
-1.206 -0.972 -0.007
-0.538 0.233 0.264
0.364 0.276 0.367
-1.514 0.803 -0.591
-0.756 0.522 1.164
0.479 0.679 -0.759
0.248 0.858 0.063
-0.842 -1.164 0.855
-0.297 -0.531 0.095
-0.246 2.984 4.862
0.411 -2.359 -4.747
-0.226 -1.911 -1.571
4.461 -4.916 1.988
-4.286 6.812 -0.347

Values from the calculation:
Relative energy (zero: lowest compared OMol25 entry of this formula, charge and spin) ... 3.7198 eV
Charge ... -1
Spin multiplicity ... 2
Orbital gap (alpha / beta) ... 0.093 / 0.337 Eh
Expectation value of S² ... 0.7505
E_LUMO (alpha / beta) ... 3.30 / 3.24 eV
Molar mass ... 151.21 g mol⁻¹

# 2
The following is a DFT calculation (ωB97M-V/def2-TZVPD) of C16H29ClN4O5PPtS as an isolated structure.

Each line ends with the Löwdin charge.
Cartesian coordinates (Å):
Pt -0.66662 0.20157 -0.24895  0.8157
O 0.98974 -0.81953 -0.84465  -0.5848
Cl 1.77653 -1.35364 0.40392  0.6970
O 2.91598 -1.98924 -0.14317  -0.2581
O 2.08581 -0.22747 1.21280  -0.3208
O 0.89772 -2.26194 1.06990  -0.3266
C 3.23395 0.99186 -1.63067  -0.0280
N 2.25587 1.75382 -2.38608  -0.1253
C 2.36150 1.89218 -3.84049  -0.0791
C 1.17109 2.80246 -4.19037  -0.0991
N 0.41474 2.80472 -2.93749  0.0464
C 1.12196 2.25972 -1.93960  -0.7206
S 0.61761 2.31704 -0.28934  0.6905
H 4.22797 1.37480 -1.85926  0.1062
H 3.17814 -0.06409 -1.89428  0.0859
H 3.02941 1.10685 -0.56973  0.0544
H 2.28866 0.90863 -4.30879  0.1326
H 3.32334 2.32945 -4.10425  0.1306
H 0.57328 2.40562 -5.00753  0.1219
H 1.48592 3.81363 -4.44891  0.1259
H -0.35566 3.43926 -2.75403  0.1125
N -4.53577 4.97046 -2.12118  0.2024
C -3.45894 4.17474 -2.00890  -0.4786
O -2.58273 4.11293 -2.85825  0.0541
C -3.34843 3.32864 -0.76985  -0.0974
C -3.92136 3.58510 0.46842  0.0249
C -3.62320 2.74207 1.52621  -0.0045
C -2.74471 1.68990 1.33322  -0.0950
N -2.20007 1.44244 0.13728  -0.1969
C -2.51762 2.23593 -0.89147  -0.1285
H -4.60401 5.57104 -2.92656  0.1285
H -5.27446 4.98796 -1.44244  0.1062
H -4.55999 4.44427 0.63084  0.1255
H -4.03888 2.90828 2.50925  0.1235
H -2.44740 1.04114 2.14316  0.1068
H -2.08003 1.99507 -1.84649  0.1102
C -1.86450 -4.21415 -1.67760  -0.1237
C -1.09822 -2.91022 -1.45131  -0.3802
P -1.93316 -1.68970 -0.39035  0.8283
C -2.15196 -2.57336 1.19691  -0.3652
C -2.43178 -1.69446 2.41232  -0.1397
C -3.60928 -1.58332 -1.11190  -0.3605
C -4.63119 -0.62192 -0.50787  -0.1213
H -1.22526 -4.92176 -2.20405  0.0818
H -2.75721 -4.06725 -2.28470  0.0684
H -2.16012 -4.68318 -0.73905  0.0720
H -0.87089 -2.42159 -2.40135  0.0902
H -0.14190 -3.10285 -0.96683  0.0631
H -1.20851 -3.09685 1.35710  0.0721
H -2.93560 -3.32232 1.06316  0.0916
H -1.59882 -1.00815 2.57618  0.0619
H -2.52740 -2.31222 3.30436  0.0837
H -3.35283 -1.11832 2.31358  0.0511
H -3.98768 -2.60469 -1.02725  0.0809
H -3.48101 -1.38144 -2.17902  0.0946
H -4.69726 -0.71786 0.57581  0.0628
H -5.61764 -0.84416 -0.91366  0.0829
H -4.40870 0.41559 -0.74484  0.0471

Atomic forces in eV per Å
-0.058 0.651 -0.460
0.196 -0.353 0.773
-0.185 0.108 -0.407
-0.051 0.038 -0.024
0.066 -0.166 0.063
0.156 -0.010 0.024
0.064 0.092 -0.032
-0.028 -0.073 -0.025
-0.017 -0.010 0.005
-0.015 0.004 -0.035
-0.057 0.068 0.033
-0.030 0.135 0.001
-0.045 -0.305 0.117
0.009 0.011 0.009
0.043 0.062 -0.032
0.034 0.015 -0.051
-0.014 -0.005 0.009
-0.001 -0.010 -0.012
-0.003 0.010 -0.001
0.021 0.001 0.020
0.025 -0.164 -0.043
-0.020 0.065 0.053
0.093 0.018 -0.116
-0.021 0.010 0.098
-0.049 -0.010 -0.029
0.014 0.027 -0.005
0.032 -0.045 0.017
0.035 0.051 0.027
-0.327 0.121 -0.043
0.025 -0.088 0.043
-0.003 -0.013 -0.002
-0.018 -0.023 -0.020
-0.010 -0.008 -0.008
0.012 0.010 0.004
-0.002 -0.003 -0.005
0.073 0.044 -0.048
0.024 0.011 -0.014
-0.059 -0.057 -0.079
0.115 -0.271 0.313
0.039 0.070 0.033
0.034 0.028 -0.010
0.005 0.081 -0.053
0.019 -0.032 0.045
-0.006 -0.001 -0.006
-0.001 -0.001 0.006
0.005 -0.004 0.007
0.006 0.026 0.011
-0.012 -0.019 -0.024
-0.084 -0.068 -0.032
-0.010 0.013 -0.026
0.005 0.002 0.013
-0.001 0.000 0.001
-0.003 -0.017 -0.009
-0.012 -0.009 -0.077
-0.006 -0.011 0.003
-0.005 -0.018 0.002
-0.003 0.006 0.002
0.007 0.018 -0.006

Values from the calculation:
Relative energy (zero: lowest compared OMol25 entry of this formula, charge and spin) ... 0.0000 eV
Charge ... +1
Orbital gap ... 0.308 Eh
E_LUMO ... -3.19 eV
Molar mass ... 651.00 g mol⁻¹

# 3
The following is a DFT calculation (ωB97M-V/def2-TZVPD) of a 2-piece molecular cluster, C6H16O overall in a non-equilibrium geometry.

Each line ends with the Löwdin charge.
Cartesian coordinates (Å):
C -0.23937 -1.84123 -0.41421  -0.0933
C 0.44420 -1.47935 0.89241  -0.2327
C 0.60225 0.08832 0.97198  -0.2407
C -0.19351 0.93874 -0.01686  -0.2415
C -1.75778 0.84253 0.07377  -0.2358
C -2.12515 0.56330 1.55856  -0.0848
H 0.19142 -1.14423 -1.12612  0.0643
H -0.12592 -2.85277 -0.73600  0.0690
H -1.26167 -1.49705 -0.33136  0.0510
H 0.00399 -1.83449 1.76847  0.0743
H 1.42790 -1.80438 0.78064  0.0727
H 0.55710 0.48629 2.05203  0.1213
H 1.64645 0.40669 0.66434  0.1121
H 0.46879 0.77740 -0.89365  0.1059
H -0.03921 1.89986 0.40472  0.0865
H -2.18856 1.85860 -0.07163  0.1026
H -2.24896 0.23674 -0.69172  0.0904
H -1.57034 1.24370 2.03553  0.0246
H -1.90666 -0.52568 1.82600  0.1003
H -3.16739 0.65058 1.61297  0.0546
H 4.09684 0.39579 -3.17228  0.0019
H 3.34777 1.54403 -3.34246  0.0538
O 4.03783 1.04661 -3.84514  -0.0564

Atomic forces in eV per Å
-0.265 1.398 0.598
0.242 2.409 -1.578
1.341 0.215 1.495
-0.299 -0.665 0.803
0.303 0.795 -0.244
-0.566 -4.598 -3.570
0.119 -0.520 -0.621
-0.097 -0.645 -0.107
-0.448 -0.677 -0.277
-0.759 -0.856 1.282
1.716 -1.064 0.477
-0.289 -0.806 -1.483
-0.717 -0.829 0.593
-1.706 0.744 -0.437
0.630 1.376 -0.292
0.461 -0.436 -0.343
0.138 -0.284 0.358
1.628 2.310 2.713
0.059 1.577 -0.027
-1.487 0.555 0.657
0.930 -1.787 0.638
0.539 0.337 -1.245
-1.471 1.451 0.609

Values from the calculation:
SMILES ... CCCCCC.O
Relative energy (zero: lowest compared OMol25 entry of this formula, charge and spin) ... 2.0762 eV
Orbital gap ... 0.407 Eh
E_LUMO ... 0.46 eV
Molar mass ... 104.19 g mol⁻¹